1.
The following is a quantum chemistry calculation of a molecular structure, C35H52AsLaOP3Se, from the Open Molecules 2025 dataset.

Calculated values
net charge	+3
maximum force	2.83	eV/A
HOMO energy	-0.5614	Eh
LUMO	-0.3817	Eh

```
94
Properties=species:S:1:pos:R:3:forces:R:3:lowdin_charge:R:1
H -0.7097 4.5583 5.0268 -0.3053 -0.4278 -0.0744 0.128
H 5.0706 -3.2082 -2.0470 -0.3491 0.1215 -0.5276 0.117
H 1.6427 1.9687 3.7895 0.0702 -0.1539 -0.3778 0.068
H 4.1475 -3.7964 -6.1985 0.0730 0.0986 0.4836 0.052
C 1.6907 -3.9012 1.2243 0.0342 0.3254 0.1133 -0.255
Se 2.9223 -1.3623 -1.1580 -2.1751 0.2291 -1.4617 0.816
H 3.3542 -4.6222 -7.5117 -0.1890 0.4755 -0.5139 0.073
C -1.1567 3.5698 4.8622 0.1938 0.2043 -0.2244 -0.044
H 1.1389 -4.0971 -8.4071 0.2768 0.3017 -0.0273 0.064
H 2.0709 -2.4081 -5.9447 0.2974 -0.2215 -0.0367 0.103
C 0.2285 -3.9142 -1.2080 -0.1695 0.4632 0.3420 -0.262
H 1.2943 1.3829 -3.4098 -0.0173 0.1954 -0.1314 0.031
C 3.1451 -3.6263 -7.9331 -0.5249 -0.2017 -0.8897 -0.130
H 0.5318 2.2994 2.4546 0.1884 -0.1731 0.0426 0.009
C -4.0186 4.0184 1.3072 -0.1287 0.1248 0.1599 -0.101
H 0.8351 -1.7463 3.5045 0.0665 0.1005 0.0208 0.032
C 3.2897 -2.1792 -2.7975 0.9773 -1.3295 -0.9784 -0.657
C 2.2319 1.7304 -2.9616 -0.1642 0.1072 0.2700 -0.273
H 2.3331 4.3371 -1.0558 -0.3591 -0.1774 -0.0757 0.065
As -2.7793 1.4953 1.6010 1.4111 -0.6261 -0.7855 1.366
H 3.5510 0.0382 3.6460 -0.0839 -0.1597 -0.5619 0.075
H -0.8906 2.9370 6.9134 -0.2035 -0.0601 -0.2457 0.127
H 4.0247 0.2260 1.9022 -0.0431 -0.1848 0.3480 0.033
H 0.7174 3.8877 -1.7164 0.1773 0.0105 0.2340 0.050
C 3.3471 -0.2796 2.6056 -0.1499 -0.1125 -0.3664 -0.250
H -1.9160 2.7375 -1.0822 -0.2148 0.1950 0.3743 0.082
H -2.7987 0.1079 4.2747 0.0830 0.0190 0.0893 0.094
H 3.9748 -2.9052 -7.9527 -0.4326 -0.3501 -0.2010 0.082
C -6.4925 -0.3640 1.3222 0.0489 0.0462 -0.3004 -0.034
C 0.7114 -0.6594 3.5262 -0.3489 -0.2470 -0.0343 -0.265
H 1.2435 -1.2776 -2.5265 2.0755 0.0727 1.9154 0.083
H 2.2582 2.5190 2.2047 -0.0313 -0.2465 0.0990 0.041
H 1.9452 -3.3898 2.1679 0.0058 -0.3354 -0.3217 0.032
H -4.8304 -2.9494 2.7893 -0.0218 0.3802 -0.1159 0.123
C -3.1422 3.1258 0.6912 -0.2117 0.0170 -0.3336 -0.346
C 1.9349 -3.3459 -8.4232 0.4077 -0.1706 -0.0610 -0.051
H 1.2075 -3.9251 -1.6925 -0.0477 -0.0662 0.1404 0.031
La -0.0119 -0.2162 -0.5857 0.6246 -0.0290 0.5113 1.400
P 2.0307 1.9230 -1.1278 0.9493 0.4457 -0.7557 0.643
C -2.8284 4.6811 -1.1270 -0.0573 0.0068 0.0171 -0.053
C -3.9260 -1.0783 2.1883 -0.3049 -0.1801 0.1017 -0.121
C -3.6789 5.5962 -0.4981 -0.0866 -0.1824 0.3765 -0.028
P 1.6125 0.1305 2.1439 0.2064 0.3307 0.7302 0.716
H -2.3817 4.9470 -2.0894 -0.1410 -0.1730 0.3566 0.119
H -2.9339 -1.3635 2.5426 -0.2165 0.0615 -0.1068 0.086
C -4.1559 0.1757 1.6062 -0.3233 0.1527 0.3352 -0.322
H 3.4825 -1.3671 2.5054 0.1154 0.3333 0.1134 0.041
H 1.5330 -1.3611 -3.8817 0.2665 0.1441 0.1748 0.070
H -1.5255 3.9308 2.7667 0.1096 0.0975 -0.0383 0.106
H 1.7152 -2.3945 -8.9174 0.0720 -0.2934 0.2763 0.064
H 1.3710 -4.9384 1.4438 0.1688 0.5400 -0.1548 0.075
H -1.1384 -4.7523 1.2587 -0.0899 0.4278 0.0694 0.068
C 2.7520 -2.5802 -5.1159 -0.1220 -0.0854 0.0397 -0.039
H 4.3571 1.2054 -0.9872 -0.1478 0.4343 0.2124 0.022
H 1.0558 -0.2810 4.4987 0.0001 -0.0832 -0.2888 0.069
H -5.6069 1.5417 0.7691 -0.0518 -0.3277 0.0509 0.109
H -1.0587 -3.3502 2.3803 -0.0248 -0.0941 -0.2697 0.048
H -7.0972 -2.3218 1.9799 0.0678 0.0246 0.0389 0.124
C -2.0897 1.9273 3.3458 -0.6532 0.2894 0.2541 -0.320
C -2.2949 1.0559 4.4224 0.2842 0.2389 0.1643 -0.100
H 5.6129 -4.2482 -4.2772 -0.4491 0.3297 0.2138 0.135
H -0.1248 -4.9325 -1.0183 0.0508 0.1357 -0.1855 0.067
H 3.8480 2.0974 0.4918 0.1196 0.0475 -0.3692 0.029
H 2.5687 -3.9055 0.5594 -0.3167 -0.0371 0.3408 0.031
H -2.0417 -3.2363 0.8972 -0.0491 -0.1835 0.1237 0.034
C 3.8965 -3.3630 -5.2462 0.3366 0.0617 0.7242 -0.051
C -4.2803 5.2581 0.7199 -0.0214 -0.2058 0.0597 -0.032
C 1.4772 3.6526 -0.9586 -0.2761 0.1218 0.2561 -0.264
O -1.4712 0.7366 0.6131 -1.9123 1.1558 1.5608 -0.822
C -6.2744 -1.6239 1.8871 0.3591 0.6027 -0.0440 -0.028
H -1.9554 0.7124 6.5301 -0.0747 0.3822 -0.4305 0.129
C 4.7306 -3.6075 -4.1488 -0.3071 0.1907 -0.2968 -0.023
H 2.9877 0.9800 -3.1998 0.0339 0.1081 0.1052 0.034
C -5.4360 0.5462 1.1845 -0.1183 -0.1357 0.1237 -0.074
C -4.9961 -1.9655 2.3419 0.2167 -0.0967 -0.2381 -0.048
C -1.5812 3.2165 3.5754 0.0844 -0.3824 0.4416 -0.108
C -1.2656 2.6695 5.9257 -0.0715 -0.1621 -0.5386 -0.030
H -4.5007 3.7337 2.2500 0.1718 0.2931 -0.2883 0.125
C 4.4270 -3.0259 -2.9226 -0.3155 0.6409 0.5439 -0.097
H -7.4845 -0.0905 0.9470 0.3976 -0.1059 0.2550 0.129
H 1.0351 3.7721 0.0398 0.0698 0.1725 -0.2551 0.035
H 2.5078 2.6969 -3.4023 -0.0747 -0.2712 0.0054 0.069
H 4.1866 3.0109 -1.0174 -0.0524 -0.4104 0.1301 0.069
C 2.4458 -1.9944 -3.9003 0.9249 -0.5437 -0.1681 -0.189
P 0.3098 -2.9956 0.4051 0.3574 -1.4136 0.0500 0.634
H -0.4613 -3.4024 -1.8886 -0.1168 -0.2527 -0.0565 0.036
C -1.8552 1.4228 5.6979 0.0612 -0.3254 0.2189 -0.044
C 1.5154 1.8793 2.6982 -0.2152 0.4288 -0.1709 -0.265
H -0.3597 -0.4501 3.4397 0.1537 0.0155 0.0251 0.013
C -2.5624 3.4375 -0.5419 0.0268 0.3048 -0.2886 -0.097
H -3.8899 6.5719 -0.9410 0.1339 -0.3697 0.0552 0.129
C 3.7898 2.0689 -0.6067 -0.1534 -0.2272 0.2004 -0.265
C -1.1245 -3.6516 1.3251 -0.0800 -0.0669 -0.0066 -0.275
H -4.9642 5.9379 1.2321 0.2445 -0.1244 -0.2915 0.128
```
Forces are in eV/Å.

***

2.
The following is a quantum chemistry calculation of a molecular structure, C35H52AsP3SeTm, from the Open Molecules 2025 dataset.

Calculated values
multiplicity	3
net charge	+3
maximum force	3.99	eV/A
HOMO energy (alpha / beta)	-0.5808 / -0.5809	Eh
LUMO (alpha / beta)	-0.3453 / -0.3430	Eh

```
93
Properties=species:S:1:pos:R:3:forces:R:3:mulliken_spin:R:1
C 1.7948 -0.0265 6.3330 0.1411 -0.2157 -0.0495 0.000
C -1.6349 6.5273 -2.6302 0.2948 -0.4522 -0.0782 0.000
H 2.8452 1.8106 5.8591 -0.0862 -0.3816 -0.1109 0.000
H -3.9169 3.3634 -2.3712 0.4305 0.4599 -0.1718 0.000
P 1.3858 -0.2646 -2.4692 0.3909 -0.5306 -1.6390 -0.005
C -1.8100 -2.4895 1.4928 0.1162 0.1544 0.4826 0.001
H 1.3967 1.8598 1.1433 0.4987 0.8791 -0.9730 -0.006
C 1.6924 2.0585 0.0520 1.8849 3.3364 1.1132 -0.007
H -0.0650 -3.4819 -1.7723 -0.0733 0.2294 0.2809 0.000
C -2.7458 -2.2652 -1.0538 -0.2966 0.6287 -0.4169 -0.001
H -3.5984 -1.6647 -0.7161 0.2790 0.0070 -0.0695 0.000
C 3.8228 -4.8517 0.6971 -0.1584 0.0390 0.0880 0.000
H 4.7195 -5.2117 0.1899 -0.3101 0.0709 0.1040 0.000
H -2.0437 3.6633 2.4389 0.2545 0.0928 -0.0818 0.000
H 0.8530 -1.0945 -4.6648 -0.1188 0.0338 0.1473 0.000
H -3.4507 7.6721 -2.6669 0.0015 -0.5129 -0.0556 0.000
C -1.2616 3.2354 1.8024 0.1914 0.0829 -0.0559 -0.001
C 0.2676 -0.9571 -3.7486 -0.3040 0.0371 0.1979 0.000
H 0.0383 5.1404 -2.6962 -0.4807 0.1339 0.1207 0.000
H -1.1776 -2.2423 2.3537 -0.0141 0.0238 -0.2108 0.000
C 2.1480 -0.6951 3.6419 -0.8001 0.0635 0.1586 -0.001
C 2.5222 -2.9894 1.5461 -0.4994 -0.3496 0.0036 0.000
H -3.7260 0.3477 1.9474 0.1754 0.2173 -0.0926 0.000
H 3.1578 1.2034 3.4571 -0.0512 -0.0400 0.2260 0.000
C 1.3318 -1.2571 5.8539 0.0466 0.1518 -0.2471 0.000
H -0.2752 3.4752 2.2139 -0.1505 0.0119 0.1000 0.000
H 2.4026 -2.4209 -1.9152 0.1176 0.1919 -0.0946 0.000
H 3.0192 -6.8386 1.0642 -0.0090 0.4626 0.1025 0.000
C -1.0545 5.2396 -2.6212 0.4543 -0.0481 0.5307 0.000
C 1.7730 -5.2764 1.9093 0.1601 0.0752 0.0712 0.001
C 3.6406 -3.4704 0.8539 -0.1808 -0.0572 0.1290 -0.001
C 4.1230 -0.4824 1.5736 -0.0112 0.3065 -1.0178 0.000
H -1.8824 -3.5764 1.4325 -0.1161 0.0014 0.1234 0.000
H -3.8139 2.1109 2.2364 0.2255 -0.2072 -0.1082 0.000
C -1.8464 4.0961 -2.4565 -1.0480 0.6571 0.0121 0.000
C -0.3552 -3.4705 -0.7139 0.6563 -0.0337 0.1738 -0.001
H 7.8922 0.3905 1.1987 -0.2589 0.0061 0.0915 0.000
C 1.5902 -3.8985 2.0808 0.1136 -0.1487 -0.1724 -0.001
H -1.8621 1.6109 4.1794 0.1969 -0.2560 -0.2096 0.000
C 1.4988 -1.5871 4.5008 0.0397 0.2650 0.2915 0.000
H -0.9992 7.4220 -2.6114 -0.1944 -0.5384 -0.2170 0.000
C 6.4161 -0.7310 2.3077 -0.4286 0.1402 0.0164 0.000
C 2.7251 -1.5260 -2.4651 0.0516 0.0461 0.2853 0.000
H 2.9575 -1.8132 -3.4984 -0.0696 0.1105 0.1979 0.000
As 2.2452 -1.0488 1.7010 2.3256 -0.9754 1.7617 -0.010
H 0.8274 -1.9616 6.5218 0.2383 0.2879 -0.2218 0.000
H -1.3193 3.6828 0.8011 -0.1660 -0.1933 0.1690 0.000
H 1.0463 4.1741 -0.0966 0.2333 -1.1203 -0.2034 0.000
C 2.1711 1.0837 -3.4477 0.0956 0.1768 0.2310 0.000
C 5.0592 -1.0398 2.4481 0.0202 0.0593 -0.1769 0.000
H -3.5900 1.4831 0.5787 -0.2828 0.0196 0.1086 0.000
C 2.8840 -5.7618 1.2070 0.0406 0.4452 -0.0148 -0.001
H -1.6963 -0.1067 3.6826 0.0243 0.3410 -0.1307 0.000
H 6.2216 1.3862 -0.3627 -0.0564 -0.2731 0.3318 0.000
H 0.5109 -3.7029 -0.0833 -0.0925 0.0538 -0.3068 0.001
H -2.8139 -2.0832 1.6793 0.2941 -0.0461 -0.1114 0.000
Tm 0.4270 0.2810 0.0926 -2.3491 -1.2471 -1.2553 2.042
H -2.9733 -3.3157 -0.8700 -0.0671 0.0495 0.0069 0.000
H 7.1326 -1.1849 2.9853 -0.0557 0.0770 -0.1241 0.000
H 2.5365 0.6748 -4.3969 0.0280 -0.0128 0.2495 0.000
H -1.0906 -4.2590 -0.5667 0.0272 -0.1369 -0.0296 0.000
H 4.7228 -1.7511 3.1995 0.1737 0.1681 0.0023 0.000
C 2.4684 0.8561 5.4827 -0.2053 -0.0868 -0.2751 0.000
Se -1.1136 2.2844 -2.2490 -0.5455 0.6142 -0.2299 -0.001
P -1.5134 1.4252 1.7727 -0.8776 0.1931 1.1045 -0.003
C -3.2468 4.2312 -2.4758 0.1106 0.0136 0.0765 0.000
H 2.2631 3.5373 -1.3204 -0.4198 -0.2275 -0.2928 0.000
C -3.0174 6.6677 -2.6462 0.1187 -0.4816 0.0345 0.000
C 1.6023 3.2886 -0.4921 -0.0578 0.7323 0.9454 -0.002
C 6.8347 0.1608 1.3178 -0.2389 -0.0912 -0.1839 0.000
C 4.5509 0.3711 0.5455 0.3670 -0.2841 0.3893 -0.002
H -4.9018 5.6034 -2.6916 0.6868 -0.1145 0.0950 0.000
H 1.1494 -2.5483 4.1393 0.0555 0.2245 0.2152 0.000
H 0.0586 2.7002 -2.9901 0.2308 -0.1548 -0.0519 0.000
H 1.0604 -5.9781 2.3541 0.2369 0.2871 -0.2158 0.000
H 1.4992 1.9159 -3.6934 0.2271 -0.4268 0.0957 0.000
P -1.1907 -1.9380 -0.1454 -1.1341 -1.5951 -0.2441 -0.009
H 0.7096 -3.5531 2.6303 0.3167 -0.1825 -0.3247 -0.001
H 3.6358 -1.1261 -1.9971 -0.2229 -0.1473 -0.0597 0.000
H -0.2490 0.8987 3.8161 -0.1817 0.1013 0.0683 0.000
C -1.3089 0.9122 3.5311 0.3050 0.0239 -0.0334 0.000
H 3.0160 1.4800 -2.8749 0.0324 0.0037 -0.1964 0.000
C -3.3417 1.3255 1.6312 0.1586 -0.1810 -0.5873 0.000
C 2.6299 0.5290 4.1316 -0.1342 -0.1306 -0.0559 0.000
C 5.8993 0.7099 0.4354 0.1588 0.0100 -0.0857 0.000
H -2.6170 -2.1289 -2.1319 -0.0385 0.0238 0.1404 0.000
H 3.8595 0.7582 -0.1999 0.5075 -0.2940 0.1959 0.002
H 4.3794 -2.7561 0.4849 -0.1405 -0.4025 -0.0170 0.000
C -3.8049 5.5068 -2.6277 -0.5125 0.1779 0.2018 0.000
H 1.6644 0.2289 7.3843 0.0118 -0.0576 -0.2751 0.000
H -0.1489 -1.9313 -3.4568 0.0780 0.3343 -0.0337 0.000
H -0.5468 -0.2458 -3.9434 0.1372 -0.2766 -0.0147 0.000
H 2.5504 1.5135 -0.3503 -0.5229 -0.4226 0.3527 0.005
```
Forces are in eV/Å.

***

| no. | DFT total energy (a.u.) |
| --- | --- |
| 1 | -7131.98669 |
| 2 | -8110.36872 |